No. 1
C2H4N2O2 | ωB97M-V/def2-TZVPD

Positions of all 10 atoms, in Å:
C 0.71 0.08 0.06
C -0.84 -0.17 0.05
N 1.42 -1.06 0.08
N -1.37 1.08 0.04
O 1.14 1.19 0.07
O -1.34 -1.28 0.10
H 0.89 -1.86 -0.26
H 2.39 -1.05 -0.21
H -0.71 1.82 0.27
H -2.29 1.24 -0.20

Calculated values
SMILES string ... NC(=O)C(N)=O
Relative energy (zero: lowest compared OMol25 entry of this formula, charge and spin) ... 8.0 kcal/mol
LUMO level ... 0.9 eV
Highest occupied orbital energy ... -9.8 eV
Electronic energy ... -9214.8768 eV

No. 2
C2H4N2O2 | ωB97M-V/def2-TZVPD

Positions of all 10 atoms, in Å:
O 1.40 -1.47 -0.04
C 1.54 -0.36 0.40
N 0.60 0.62 0.35
C -0.75 0.47 -0.06
N -1.14 -0.72 -0.52
O -1.48 1.44 0.02
H 2.50 -0.07 0.89
H 0.69 1.39 0.98
H -0.51 -1.50 -0.55
H -2.08 -0.81 -0.87

Calculated values
SMILES string ... NC(=O)NC=O
Relative energy (zero: lowest compared OMol25 entry of this formula, charge and spin) ... 2.5 kcal/mol
LUMO level ... 0.7 eV
Highest occupied orbital energy ... -10.5 eV
Electronic energy ... -9215.1136 eV

No. 3
C2H4N2O2 | ωB97M-V/def2-TZVPD

Positions of all 10 atoms, in Å:
N -1.44 -0.11 -0.28
C -0.65 -0.93 0.88
O -1.09 -1.86 1.44
O 1.04 -0.69 1.02
C 1.32 0.32 0.20
N 0.79 0.28 -0.96
H -1.16 -0.30 -1.27
H -1.41 0.92 -0.27
H 1.85 1.19 0.60
H 0.75 1.20 -1.37

Calculated values
SMILES string ... [H]/N=C/OC(N)=O
Relative energy (zero: lowest compared OMol25 entry of this formula, charge and spin) ... 98.5 kcal/mol
LUMO level ... 0.1 eV
Highest occupied orbital energy ... -9.5 eV
Electronic energy ... -9210.9503 eV

No. 4
C2H4N2O2 | ωB97M-V/def2-TZVPD

Positions of all 10 atoms, in Å:
C -0.44 0.12 0.13
C -1.01 0.95 -0.92
N 0.87 -0.18 0.15
N 1.48 -1.13 0.93
O 1.55 -2.25 0.42
O 2.00 -0.75 1.93
H -0.98 -0.39 0.80
H -0.36 1.84 -1.11
H -1.99 1.56 -0.59
H -1.12 0.23 -1.74

Calculated values
2S+1 ... 3
Relative energy (zero: lowest compared OMol25 entry of this formula, charge and spin) ... 111.9 kcal/mol
LUMO level (alpha / beta) ... 0.0 / -3.6 eV
Highest occupied orbital energy (alpha / beta) ... -7.3 / -11.1 eV
Electronic energy ... -9205.0497 eV

No. 5
C2H4N2O2S2 | ωB97M-V/def2-TZVPD

Positions of all 12 atoms, in Å:
C -3.61 -0.26 0.51
C 0.25 -0.85 0.80
N -4.61 -0.64 0.95
N -1.90 0.63 0.33
O -2.04 -1.89 -0.08
O -0.64 -0.48 -1.59
S -1.85 2.01 -0.60
S -1.14 -0.75 -0.26
H 0.24 -0.39 1.74
H 0.67 -1.88 0.87
H 0.92 -0.31 0.26
H -2.14 1.61 -1.75

Calculated values
Relative energy (zero: lowest compared OMol25 entry of this formula, charge and spin) ... 103.4 kcal/mol
LUMO level (alpha / beta) ... -1.7 / -1.7 eV
Highest occupied orbital energy (alpha / beta) ... -10.8 / -10.8 eV
Electronic energy ... -30879.2725 eV

No. 6
C2H4N2O3 | ωB97M-V/def2-TZVPD

Positions of all 11 atoms, in Å:
C -0.94 -0.07 0.03
C 1.54 0.21 0.22
H -0.65 -1.78 -0.43
H 2.42 0.51 -0.34
H 1.48 0.21 1.29
H -1.29 1.75 -0.15
N -0.03 -1.14 0.27
N -0.59 1.12 0.48
O -2.09 -0.41 -0.19
O 1.37 -0.99 -0.21
O 0.57 1.23 -0.49

Calculated values
SMILES string ... O=C1NOCON1
Relative energy (zero: lowest compared OMol25 entry of this formula, charge and spin) ... 158.6 kcal/mol
LUMO level ... 0.7 eV
Highest occupied orbital energy ... -10.4 eV
Electronic energy ... -11255.6873 eV

No. 7
C2H4N2O3 | ωB97M-V/def2-TZVPD

Positions of all 11 atoms, in Å:
C 0.47 0.20 0.05
N 1.59 -0.54 0.18
C -1.94 -0.27 0.05
O -0.23 -0.09 -1.75
O 0.40 1.40 0.57
N -0.66 -0.37 -0.44
O -2.20 -0.14 1.23
H 1.19 1.64 1.08
H 1.57 -1.41 -0.34
H 2.48 -0.06 0.13
H -2.67 -0.36 -0.77

Calculated values
SMILES string ... N/C(O)=[N+](\[O-])C=O
Relative energy (zero: lowest compared OMol25 entry of this formula, charge and spin) ... 100.1 kcal/mol
LUMO level ... 0.1 eV
Highest occupied orbital energy ... -8.3 eV
Electronic energy ... -11258.2238 eV

No. 8
C2H4N2O3 | ωB97M-V/def2-TZVPD

Positions of all 11 atoms, in Å:
C -0.44 0.27 0.45
C 0.73 -0.48 -0.23
N -1.07 -0.45 1.37
N 1.28 0.17 -1.26
O -0.50 1.58 0.50
O -1.08 1.33 -0.83
O 0.99 -1.61 0.15
H -1.88 -0.06 1.83
H -0.84 -1.43 1.42
H 0.78 0.98 -1.62
H 2.02 -0.28 -1.78

Calculated values
Relative energy (zero: lowest compared OMol25 entry of this formula, charge and spin) ... 97.2 kcal/mol
LUMO level ... 0.5 eV
Highest occupied orbital energy ... -9.7 eV
Electronic energy ... -11258.3535 eV